(1)
The following is a DFT calculation (wB97M-V/def2-TZVPD) of a structure of composition C30H26Cl2N3O4RuS2.

Results
**Total charge**: +1
**Frontier orbital gap (spin up / spin down)**: 0.231 / 0.159 Eh
**HOMO energy (spin up / spin down)**: -9.994 / -9.991 eV
**Multiplicity**: 5
**Energy above the lowest of the compared OMol25 structures with the same formula, charge and spin**: 0.00 kcal per mole

Geometry (Å):
Ru: 1.02 0.73 0.66
Cl: 0.59 -3.39 -0.44
Cl: -3.72 -1.37 -3.00
S: -1.59 3.42 1.27
S: 2.39 2.79 0.45
O: 2.52 -0.04 -1.21
O: -2.57 3.26 0.24
O: -1.87 3.00 2.61
O: 0.41 0.56 -1.24
N: -0.16 2.66 0.79
N: -0.81 -1.72 -2.53
N: 2.03 -0.16 2.33
C: 1.25 -1.45 -3.77
C: 0.11 -3.58 -3.75
C: 0.84 3.49 0.72
C: 2.16 -3.35 -4.97
C: 2.23 -2.03 -4.57
C: -0.49 -0.33 1.45
C: -1.12 -3.36 -0.73
C: 0.18 -2.25 -3.34
C: -1.11 -2.05 2.99
C: 1.90 0.79 3.48
C: -0.12 -1.27 2.41
C: -1.64 -2.51 -1.71
C: 1.34 -1.44 2.66
C: -0.64 7.37 1.40
C: -2.44 -1.88 2.60
C: 3.46 -0.41 2.03
C: 1.30 6.03 0.87
C: 1.40 0.00 -3.36
C: -2.78 -0.95 1.62
C: 1.09 -4.12 -4.55
C: 1.50 0.18 -1.87
C: 0.71 7.26 1.11
C: 0.49 4.91 0.94
C: -1.81 -0.16 1.04
C: -1.46 6.24 1.48
C: -3.87 -3.23 -1.06
C: -1.95 -4.16 0.05
C: -0.86 5.02 1.24
C: -3.03 -2.45 -1.84
C: -3.32 -4.09 -0.13
H: 3.07 -1.42 -4.89
H: -0.73 -4.18 -3.43
H: -0.80 -0.73 -2.31
H: 2.94 -3.77 -5.60
H: -3.20 -2.48 3.06
H: -0.86 -2.79 3.74
H: 1.58 -1.73 3.69
H: -3.82 -0.83 1.33
H: 3.97 0.55 1.90
H: -4.94 -3.16 -1.20
H: 2.32 0.38 -3.79
H: -2.51 6.32 1.71
H: -1.51 -4.81 0.79
H: 2.38 1.73 3.22
H: 3.54 -0.99 1.11
H: 3.92 -0.95 2.86
H: 1.01 -5.16 -4.86
H: 1.73 -2.20 1.99
H: 2.38 0.36 4.36
H: 2.35 5.94 0.63
H: 0.56 0.61 -3.72
H: -2.07 0.58 0.29
H: 0.85 0.96 3.69
H: -1.07 8.34 1.58
H: -3.97 -4.72 0.47
H: 1.32 8.16 1.06

(2)
The following is a DFT calculation (wB97M-V/def2-TZVPD) of a structure of composition C16H30F6N5O4P2ReS3 at a distorted geometry.

Results
**Total charge**: +3
**Frontier orbital gap (spin up / spin down)**: 0.276 / 0.193 Eh
**HOMO energy (spin up / spin down)**: -16.655 / -16.552 eV
**Multiplicity**: 4

Geometry (Å):
Re: -0.06 0.26 -0.09
S: -0.17 -1.66 -1.06
S: -0.83 -0.98 2.90
S: -1.11 1.57 2.14
P: 2.20 0.68 -0.53
P: 2.54 -0.49 3.44
F: -1.11 3.98 3.75
F: -2.56 -3.03 2.98
F: -3.51 -1.05 3.15
F: -2.78 -1.75 1.19
F: -3.11 3.10 3.65
F: -2.27 4.11 1.92
O: -1.90 0.95 0.98
O: 0.31 1.91 1.70
O: -0.18 -1.77 3.92
O: 0.00 -1.04 1.61
N: -0.60 1.71 -1.45
N: -0.32 0.48 -3.43
N: -2.81 -2.10 -1.93
N: -1.05 0.48 3.37
N: -1.17 -3.45 -3.00
C: -2.55 -1.77 2.51
C: 3.38 0.53 2.08
C: -1.06 1.42 -2.72
C: 3.32 0.25 4.93
C: 3.39 -0.03 0.68
C: -1.87 3.75 -1.50
C: -2.54 3.32 -2.65
C: -3.97 -2.20 -2.85
C: -1.96 3.34 2.96
C: 2.87 -0.11 -2.09
C: 3.36 -2.09 3.44
C: -1.56 -2.59 -2.06
C: -1.97 -4.30 -3.88
C: -2.12 2.18 -3.27
C: 2.75 2.45 -0.71
C: -0.83 3.00 -1.02
H: 2.40 3.01 0.17
H: 3.20 -1.11 0.65
H: 2.32 2.91 -1.59
H: 2.85 -2.71 2.71
H: -3.35 3.94 -3.05
H: -3.67 -2.26 -3.89
H: -0.76 0.27 -4.34
H: -2.99 -1.64 -1.04
H: -0.19 -0.37 -2.92
H: 4.39 0.07 0.24
H: -2.57 1.87 -4.23
H: 3.91 0.12 -2.19
H: 2.75 -1.18 -2.06
H: -2.02 -3.88 -4.88
H: 3.34 1.34 4.93
H: -1.47 -5.27 -3.96
H: -2.10 4.67 -0.97
H: 3.82 2.54 -0.71
H: 3.29 -2.56 4.42
H: -2.95 -4.51 -3.48
H: -0.17 3.36 -0.22
H: 4.43 0.58 2.47
H: -4.61 -3.06 -2.62
H: 2.94 1.54 2.11
H: 4.31 -0.14 5.14
H: 2.34 0.31 -2.93
H: 4.42 -1.95 3.21
H: 2.71 -0.02 5.77
H: -0.16 -3.62 -3.05
H: -4.60 -1.32 -2.78

(3)
The following is a DFT calculation (wB97M-V/def2-TZVPD) of a structure of composition C29H16F8N3Pd at a distorted geometry.

Results
**Total charge**: -1
**Frontier orbital gap**: 0.215 Eh
**HOMO energy**: -3.594 eV
**Energy above the lowest of the compared OMol25 structures with the same formula, charge and spin**: 0.00 kcal per mole

Geometry (Å):
Pd: 1.18 1.37 -0.58
F: -4.94 -3.65 5.03
F: -5.94 -1.76 5.25
F: 0.17 3.66 0.88
F: 1.86 2.76 1.88
F: -4.29 -2.26 6.52
F: 1.81 4.24 -1.31
F: 2.52 5.10 0.54
F: 3.48 3.36 -0.30
N: -0.29 2.15 -1.93
N: 2.95 0.33 0.05
N: 1.14 -0.13 -1.89
C: 4.67 -1.63 1.01
C: -4.09 -0.56 3.59
C: -2.10 3.51 -2.69
C: -2.55 -2.37 4.05
C: -1.95 -0.65 2.48
C: -0.21 0.46 0.85
C: -2.11 0.32 -4.56
C: 3.83 -3.17 -0.71
C: -1.65 -1.83 3.16
C: -2.48 2.55 -3.60
C: 2.09 -2.43 -2.20
C: -1.01 -0.07 1.59
C: -4.73 -2.33 5.24
C: -3.77 -1.73 4.27
C: -0.29 -1.03 -3.73
C: 2.00 -1.15 -1.60
C: 3.78 0.57 1.08
C: -1.37 -0.85 -4.57
C: -3.18 -0.03 2.70
C: -1.01 3.28 -1.87
C: 2.28 3.93 -0.09
C: 1.33 2.96 0.62
C: 2.97 -3.40 -1.76
C: -1.76 1.34 -3.67
C: 4.64 -0.38 1.59
C: 3.82 -1.92 -0.08
C: -0.64 1.16 -2.79
C: 0.12 -0.06 -2.80
C: 2.93 -0.90 -0.53
H: 5.27 -0.13 2.43
H: 3.76 1.57 1.51
H: -5.03 -0.07 3.76
H: -3.33 2.69 -4.25
H: -0.70 -2.32 2.99
H: -2.32 -3.28 4.59
H: 2.96 -4.36 -2.25
H: 1.46 -2.70 -3.02
H: 0.22 -1.97 -3.82
H: -3.41 0.88 2.16
H: -2.65 4.44 -2.61
H: -2.95 0.45 -5.22
H: 4.51 -3.94 -0.36
H: -0.71 4.03 -1.16
H: 5.34 -2.40 1.38
H: -1.64 -1.65 -5.25

(4)
The following is a DFT calculation (wB97M-V/def2-TZVPD) of an isolated molecule of C3H2S at a distorted geometry.

Results
**SMILES**: C1#S2=C1C2
**Frontier orbital gap**: 0.289 Eh
**HOMO energy**: -8.908 eV
**Energy above the lowest of the compared OMol25 structures with the same formula, charge and spin**: 69.42 kcal per mole

Geometry (Å):
S: 0.92 1.49 1.74
C: 0.19 -0.39 1.65
C: 0.63 -0.08 2.83
C: 0.07 -0.06 0.33
H: 0.85 -0.46 -0.36
H: -0.82 0.52 0.16

(5)
The following is a DFT calculation (wB97M-V/def2-TZVPD) of an isolated molecule of C4H7N3 at a distorted geometry.

Results
**SMILES**: CC1(N)N=CC=N1
**Frontier orbital gap**: 0.365 Eh
**HOMO energy**: -9.954 eV
**Energy above the lowest of the compared OMol25 structures with the same formula, charge and spin**: 28.31 kcal per mole

Geometry (Å):
N: 0.95 0.92 1.04
N: 0.76 -0.95 -0.47
N: -0.72 0.84 -0.68
C: -0.11 -0.07 0.24
C: -1.14 -0.82 1.07
C: 0.95 -0.37 -1.60
C: 0.03 0.78 -1.72
H: 1.62 -0.74 -2.35
H: 0.43 1.63 1.55
H: -1.76 -1.44 0.42
H: -1.78 -0.11 1.59
H: -0.62 -1.46 1.78
H: -0.12 1.40 -2.58
H: 1.51 0.40 1.71

(6)
The following is a DFT calculation (wB97M-V/def2-TZVPD) of an isolated molecule of C4H8O3.

Results
**SMILES**: OC[C@@]1(O)CCO1
**Frontier orbital gap**: 0.401 Eh
**HOMO energy**: -10.053 eV
**Energy above the lowest of the compared OMol25 structures with the same formula, charge and spin**: 47.46 kcal per mole

Geometry (Å):
O: -0.76 1.19 -0.34
O: 2.48 0.27 0.58
O: 0.88 -0.16 -1.40
C: 0.17 0.11 -0.22
C: 1.13 0.37 0.97
C: -1.88 0.29 -0.32
C: -0.95 -0.91 -0.09
H: 1.43 0.61 -1.58
H: -0.88 -1.64 -0.89
H: -2.57 0.52 0.51
H: -1.04 -1.42 0.87
H: -2.43 0.26 -1.27
H: 0.98 1.38 1.35
H: 0.90 -0.34 1.79
H: 2.54 -0.54 0.05

(7)
The following is a DFT calculation (wB97M-V/def2-TZVPD) of an isolated molecule of C19H28N2O4S at a distorted geometry.

Results
**SMILES**: COc1ccc(S(=O)(=O)N2CCC(NC(=O)C3CCCCC3)CC2)cc1
**Frontier orbital gap**: 0.351 Eh
**HOMO energy**: -9.031 eV
**Energy above the lowest of the compared OMol25 structures with the same formula, charge and spin**: 29.43 kcal per mole

Geometry (Å):
S: -2.84 1.94 -0.35
O: -3.81 1.97 -1.41
O: 3.63 1.13 -2.00
O: -2.16 3.16 -0.02
O: -5.32 -0.20 4.56
N: 1.58 0.20 -1.88
N: -1.78 0.68 -0.70
C: -0.37 1.53 -2.55
C: 0.87 1.44 -1.66
C: 5.52 -1.68 -0.06
C: 0.46 1.60 -0.19
C: 2.93 0.13 -1.99
C: -6.16 -1.34 4.55
C: -4.40 0.17 1.02
C: 3.19 -2.11 -0.86
C: -1.45 0.54 -2.10
C: -3.98 1.37 3.48
C: 5.81 -0.86 -1.31
C: -3.60 1.29 1.13
C: 3.45 -1.30 -2.14
C: -5.00 -0.36 2.15
C: -3.39 1.90 2.36
C: 4.94 -1.32 -2.48
C: -4.79 0.23 3.39
C: 4.04 -1.59 0.30
C: -0.64 0.61 0.19
H: 1.58 2.23 -1.92
H: -2.37 0.70 -2.66
H: -7.04 -1.18 3.93
H: 1.33 1.46 0.46
H: -3.84 1.82 4.45
H: 5.79 -2.72 -0.23
H: 5.12 -0.67 -3.34
H: -5.62 -2.23 4.20
H: -1.12 -0.50 -2.27
H: 3.45 -3.15 -1.05
H: 0.08 2.62 -0.04
H: 3.83 -2.17 1.20
H: 1.04 -0.65 -1.86
H: 3.78 -0.55 0.50
H: -0.26 -0.41 0.17
H: -6.46 -1.49 5.58
H: 6.86 -0.94 -1.58
H: -1.01 0.82 1.20
H: 2.13 -2.08 -0.59
H: -4.55 -0.27 0.05
H: 6.12 -1.31 0.78
H: -2.78 2.78 2.40
H: 5.22 -2.34 -2.76
H: -5.62 -1.24 2.05
H: 5.59 0.19 -1.11
H: -0.10 1.34 -3.59
H: -0.78 2.54 -2.47
H: 2.89 -1.75 -2.96

(8)
The following is a DFT calculation (wB97M-V/def2-TZVPD) of a cluster of 2 separate species, C4H7NO2 in total at a distorted geometry.

Results
**SMILES**: NC1=C(O)C1.C=O
**Frontier orbital gap**: 0.298 Eh
**HOMO energy**: -7.447 eV
**Energy above the lowest of the compared OMol25 structures with the same formula, charge and spin**: 122.29 kcal per mole

Geometry (Å):
O: -0.80 -1.05 -0.72
O: -3.01 0.51 -0.98
N: 1.20 1.54 0.77
C: -2.48 0.28 0.07
C: 0.40 -0.55 -0.38
C: 1.19 0.32 0.21
C: 1.85 -0.86 -0.37
H: 0.27 1.89 1.06
H: -1.60 0.75 0.49
H: -0.87 -1.94 -1.00
H: -2.89 -0.43 0.87
H: 2.40 -0.67 -1.30
H: 2.07 1.85 1.01
H: 2.28 -1.64 0.28

What did the seventh record say?
The following is a DFT calculation (wB97M-V/def2-TZVPD) of an isolated molecule of C19H28N2O4S at a distorted geometry.

Results
**SMILES**: COc1ccc(S(=O)(=O)N2CCC(NC(=O)C3CCCCC3)CC2)cc1
**Frontier orbital gap**: 0.351 Eh
**HOMO energy**: -9.031 eV
**Energy above the lowest of the compared OMol25 structures with the same formula, charge and spin**: 29.43 kcal per mole

Geometry (Å):
S: -2.84 1.94 -0.35
O: -3.81 1.97 -1.41
O: 3.63 1.13 -2.00
O: -2.16 3.16 -0.02
O: -5.32 -0.20 4.56
N: 1.58 0.20 -1.88
N: -1.78 0.68 -0.70
C: -0.37 1.53 -2.55
C: 0.87 1.44 -1.66
C: 5.52 -1.68 -0.06
C: 0.46 1.60 -0.19
C: 2.93 0.13 -1.99
C: -6.16 -1.34 4.55
C: -4.40 0.17 1.02
C: 3.19 -2.11 -0.86
C: -1.45 0.54 -2.10
C: -3.98 1.37 3.48
C: 5.81 -0.86 -1.31
C: -3.60 1.29 1.13
C: 3.45 -1.30 -2.14
C: -5.00 -0.36 2.15
C: -3.39 1.90 2.36
C: 4.94 -1.32 -2.48
C: -4.79 0.23 3.39
C: 4.04 -1.59 0.30
C: -0.64 0.61 0.19
H: 1.58 2.23 -1.92
H: -2.37 0.70 -2.66
H: -7.04 -1.18 3.93
H: 1.33 1.46 0.46
H: -3.84 1.82 4.45
H: 5.79 -2.72 -0.23
H: 5.12 -0.67 -3.34
H: -5.62 -2.23 4.20
H: -1.12 -0.50 -2.27
H: 3.45 -3.15 -1.05
H: 0.08 2.62 -0.04
H: 3.83 -2.17 1.20
H: 1.04 -0.65 -1.86
H: 3.78 -0.55 0.50
H: -0.26 -0.41 0.17
H: -6.46 -1.49 5.58
H: 6.86 -0.94 -1.58
H: -1.01 0.82 1.20
H: 2.13 -2.08 -0.59
H: -4.55 -0.27 0.05
H: 6.12 -1.31 0.78
H: -2.78 2.78 2.40
H: 5.22 -2.34 -2.76
H: -5.62 -1.24 2.05
H: 5.59 0.19 -1.11
H: -0.10 1.34 -3.59
H: -0.78 2.54 -2.47
H: 2.89 -1.75 -2.96

Q: Which formula does entry 8 have?
A: C4H7NO2